Entry 1:
Molecular formula: C13H18F3N6O5
Method: DFT, wB97M-V/def2-TZVPD

Each line ends with the Mulliken charge.
Atoms and positions in Å:
C 3.976 -1.157 1.327  -1.15
C 2.651 -0.756 0.604  0.54
O 2.214 -1.388 -0.330  -0.62
N 1.945 0.485 1.068  0.02
C 1.991 1.384 -0.143  0.64
C 3.304 2.174 -0.471  -1.12
O 1.057 1.488 -0.897  -0.42
C 0.537 0.245 1.283  -0.10
N -0.206 1.340 1.731  0.00
C -1.526 0.818 1.806  0.42
C -2.686 1.800 2.242  -0.95
C -3.214 2.455 0.868  -0.38
C -4.750 2.747 0.902  0.27
F -5.321 3.407 1.991  -0.28
C -5.512 2.358 -0.205  0.22
F -5.317 2.972 -1.418  -0.18
F -6.448 1.371 -0.206  -0.19
C -1.607 -0.569 1.427  0.11
C -2.878 -1.464 1.355  -0.55
O -2.955 -1.960 -0.014  -0.20
N -4.186 -1.623 -0.588  0.28
O -4.717 -2.627 -0.885  -0.32
N -0.236 -0.850 1.112  0.12
H 4.135 -2.257 1.205  0.35
H 4.008 -0.786 2.383  0.37
H 4.812 -0.631 0.769  0.30
H 3.012 3.253 -0.589  0.38
H 3.684 1.776 -1.453  0.31
H 4.088 2.040 0.332  0.31
H 0.138 2.277 1.935  0.32
H -2.210 2.602 2.872  0.39
H -3.500 1.280 2.807  0.41
H -2.598 3.363 0.580  0.36
H -3.065 1.653 0.086  0.30
H -3.764 -0.768 1.481  0.29
H -2.890 -2.327 2.066  0.31
H 0.098 -1.764 0.799  0.28
C 3.907 -2.809 -3.163  0.61
O 4.875 -2.840 -2.418  -0.64
N 2.643 -2.584 -2.710  -0.33
N 4.005 -2.994 -4.507  -0.38
H 1.838 -2.555 -3.308  0.15
H 2.531 -2.442 -1.716  0.34
H 4.922 -3.163 -4.883  0.24
H 3.217 -2.971 -5.126  0.16

LUMO level in eV: -3.5490
Gap between HOMO and LUMO in eV: 7.56
Total charge: +1
HOMO level in eV: -11.11
Total energy in eV: -41090.054

Entry 2:
Molecular formula: C13H18F5N2O5PSSbSe4Y
Method: DFT, wB97M-V/def2-TZVPD

Each line ends with the Mulliken charge.
Atoms and positions in Å:
Y 0.359 1.274 0.388  0.30
N -0.274 2.843 2.226  -0.40
N -1.633 2.644 2.512  -0.20
C -2.238 1.413 2.174  0.45
O -3.349 1.193 2.640  -0.76
O -1.566 0.678 1.362  -0.41
H 0.326 2.683 3.030  0.23
H -0.108 3.768 1.836  0.30
H -2.010 3.076 3.340  0.22
Se 2.334 4.107 0.023  -0.65
Sb 1.494 2.993 -1.984  0.76
Se 2.235 0.588 -1.519  -0.72
Se -0.964 2.996 -1.371  -0.63
Se 1.962 3.638 -4.271  -0.74
C 0.091 -4.071 -1.853  -1.46
C 0.152 -2.627 -1.405  0.17
O -1.131 -2.036 -1.641  -0.47
P -1.207 -0.388 -1.579  1.36
O -0.802 0.059 -3.056  0.19
C -1.487 -0.344 -4.239  -0.18
C -0.492 -0.262 -5.376  -1.19
O -2.815 -0.290 -1.690  -0.46
C -3.628 -0.473 -0.522  0.06
C -4.892 -1.190 -0.940  -1.47
H 1.056 -4.553 -1.684  0.40
H -0.145 -4.123 -2.917  0.31
H -0.676 -4.616 -1.301  0.31
H 0.924 -2.082 -1.954  0.15
H 0.387 -2.560 -0.338  0.22
H -2.323 0.342 -4.399  0.23
H -1.888 -1.354 -4.118  0.29
H -0.071 0.743 -5.425  0.25
H -0.983 -0.499 -6.323  0.36
H 0.329 -0.961 -5.214  0.28
H -3.845 0.506 -0.095  0.19
H -3.084 -1.036 0.237  0.27
H -5.417 -0.618 -1.706  0.29
H -5.550 -1.307 -0.076  0.42
H -4.655 -2.176 -1.343  0.30
F 6.279 0.642 5.193  -0.33
C 5.077 0.413 4.632  0.67
C 4.206 -0.502 5.192  0.08
F 4.576 -1.164 6.305  -0.32
C 2.971 -0.735 4.616  0.18
F 2.179 -1.637 5.218  -0.34
C 2.537 -0.072 3.463  0.38
S 0.972 -0.316 2.773  -0.43
C 3.455 0.835 2.932  0.20
F 3.111 1.494 1.823  0.04
C 4.694 1.088 3.487  -0.40
F 5.530 1.975 2.935  -0.31

LUMO level in eV: 4.2040
Energy above the lowest of the compared OMol25 structures with the same formula, charge and spin in kcal/mol: 0.0
Gap between HOMO and LUMO in eV: 6.29
Total charge: -2
HOMO level in eV: -2.09
Total energy in eV: -329678.070

Entry 3:
Molecular formula: C13H18MgN5O4S4
Method: DFT, wB97M-V/def2-TZVPD

Each line ends with the Mulliken charge.
Atoms and positions in Å:
Mg -0.523 -1.003 0.535  1.07
C -0.820 -0.120 -4.909  -0.40
C -0.149 1.246 -4.751  -0.81
S 0.035 1.709 -3.009  0.01
C 1.817 1.871 -2.819  -0.78
C 2.594 0.561 -2.835  -0.71
S 2.210 -0.537 -1.443  -0.01
C 1.590 -2.024 -2.283  -0.71
C 0.202 -1.901 -2.927  -0.01
S 0.298 -1.531 -4.710  -0.21
H -1.220 -0.221 -5.920  0.44
H -1.647 -0.231 -4.202  0.11
H -0.759 2.012 -5.233  0.46
H 0.832 1.245 -5.228  0.35
H 1.937 2.372 -1.856  0.37
H 2.218 2.540 -3.585  0.43
H 3.666 0.766 -2.795  0.46
H 2.386 0.003 -3.746  0.22
H 1.565 -2.771 -1.488  0.23
H 2.339 -2.344 -3.008  0.55
H -0.398 -1.119 -2.464  -0.52
H -0.340 -2.837 -2.814  0.54
O -3.676 -0.026 0.156  -0.69
S -2.543 -0.348 -0.701  1.15
O -2.809 -0.244 -2.121  -0.64
O -2.022 -1.756 -0.352  -0.93
O -1.335 0.507 -0.306  -0.56
N 1.367 0.202 3.020  -0.41
C 0.067 0.064 3.442  0.77
C -0.261 0.391 4.763  -0.79
C -1.573 0.321 5.161  -0.17
C -2.550 -0.058 4.246  -0.91
C -2.147 -0.371 2.970  -0.01
N -0.859 -0.336 2.564  -0.07
H 2.074 0.144 3.733  0.28
H 1.637 -0.250 2.156  0.01
H 0.520 0.698 5.446  0.31
H -1.841 0.569 6.181  0.37
H -3.596 -0.101 4.510  0.42
H -2.863 -0.637 2.199  0.35
N 0.999 -2.222 1.001  -0.62
C 1.955 -2.756 1.418  0.87
N 2.936 -3.304 1.990  -0.74
C 4.029 -3.845 1.507  0.51
N 5.021 -4.338 1.169  -0.57

LUMO level in eV: 2.4703
Gap between HOMO and LUMO in eV: 8.28
Total charge: -1
HOMO level in eV: -5.81
Total energy in eV: -78206.006

Entry 4:
Molecular formula: C13H18N2O4
Method: DFT, wB97M-V/def2-TZVPD

Each line ends with the Mulliken charge.
Atoms and positions in Å:
C -3.639 -1.049 -4.238  -1.49
C -2.401 -0.726 -3.395  0.21
O -2.248 0.711 -3.506  -0.61
C -2.618 -1.028 -1.887  0.37
N -3.660 -0.286 -1.187  -0.73
C -1.217 -0.712 -1.219  -0.16
O -0.180 -0.766 -1.919  -0.70
N -1.226 -0.567 0.104  -0.17
C 0.035 -0.335 0.837  0.18
C 0.750 1.005 0.506  -1.10
C 2.136 1.071 1.079  0.28
C 3.035 0.210 0.548  0.11
C 4.384 0.096 1.027  -1.07
C 4.717 0.869 2.105  -0.17
C 3.834 1.768 2.683  -0.66
C 2.538 1.867 2.136  -0.14
C -0.404 -0.480 2.321  0.33
O -1.509 -0.788 2.712  -0.61
O 0.628 -0.310 3.139  -0.36
H -3.443 -0.845 -5.313  0.36
H -3.944 -2.115 -4.196  0.35
H -4.472 -0.379 -4.062  0.35
H -1.512 -1.286 -3.733  0.35
H -1.451 0.980 -3.015  0.38
H -2.848 -2.122 -1.740  0.44
H -3.710 0.640 -1.694  0.29
H -4.512 -0.741 -1.495  0.31
H -2.079 -0.426 0.639  0.39
H 0.701 -1.168 0.653  0.45
H 0.167 1.904 0.701  0.48
H 0.957 0.963 -0.584  0.32
H 2.726 -0.394 -0.376  0.24
H 5.062 -0.601 0.614  0.45
H 5.694 0.776 2.559  0.35
H 4.134 2.366 3.578  0.33
H 1.871 2.626 2.576  0.34
H 0.430 -0.326 4.049  0.34

LUMO level in eV: 0.6115
Energy above the lowest of the compared OMol25 structures with the same formula, charge and spin in kcal/mol: 24.0
Gap between HOMO and LUMO in eV: 9.89
Structure (SMILES): C[C@@H](O)[C@H](N)C(=O)N[C@@H](Cc1ccccc1)C(=O)O
Total charge: 0
HOMO level in eV: -9.28
Total energy in eV: -24943.811